# 1
# C12H14N2O2

One molecule with the formula C12H14N2O2 (ωB97M-V with the def2-TZVPD basis set, the Open Molecules 2025 dataset).

SMILES   Cn1cc(C[C@@H](N)C(=O)O)c2ccccc21
ΔE to the lowest compared entry with this formula, charge and spin   0.000 eV
HOMO-LUMO gap   8.7 eV

XYZ file:
```
30
Properties=species:S:1:pos:R:3:nbo_charge:R:1
C -2.54846 -2.62154 -0.31669 -0.40
N -1.61493 -1.57877 -0.00263 -0.36
C -1.90519 -0.24570 0.06324 0.20
C -3.10172 0.42647 -0.15995 -0.26
C -3.10188 1.79676 -0.01894 -0.21
C -1.94301 2.49097 0.34154 -0.23
C -0.75486 1.83419 0.56501 -0.21
C -0.71976 0.44538 0.42122 -0.12
C 0.29940 -0.54454 0.56939 -0.11
C -0.29372 -1.74611 0.30075 0.00
H 0.14319 -2.72700 0.31306 0.21
C 1.73756 -0.31252 0.89538 -0.42
H 2.13407 -1.15067 1.47034 0.24
H 1.84360 0.59921 1.48653 0.22
C 2.58595 -0.17246 -0.38570 -0.15
N 2.24200 1.05629 -1.09583 -0.87
H 2.46387 0.97961 -2.08257 0.38
H 1.24992 1.25051 -1.01292 0.39
H 2.46043 -1.08375 -0.98724 0.21
C 4.05763 -0.07503 0.04893 0.77
O 4.70481 -1.02154 0.39813 -0.59
O 4.51803 1.16996 0.03137 -0.68
H 3.79063 1.73296 -0.32820 0.51
H 0.13154 2.38159 0.85204 0.21
H -1.98852 3.56478 0.44763 0.21
H -4.01471 2.34916 -0.18521 0.21
H -4.00065 -0.10626 -0.43180 0.21
H -3.36169 -2.64344 0.41348 0.21
H -2.97789 -2.46711 -1.31003 0.20
H -2.03563 -3.58141 -0.30036 0.22
```

***

# 2
# C18H38O17

A 9-piece molecular cluster, C18H38O17 overall (ωB97M-V with the def2-TZVPD basis set, the Open Molecules 2025 dataset).

SMILES   C[C@H]1COC(=O)O1.C[C@H]1COC(=O)O1.C[C@H]1COC(=O)O1.C[C@H]1COC(=O)O1.CO.CO.O.O.O
ΔE to the lowest compared entry with this formula, charge and spin   1.303 eV
HOMO-LUMO gap   9.5 eV

XYZ file:
```
73
Properties=species:S:1:pos:R:3:mulliken_charge:R:1
O -1.08596 -2.59031 2.94347 -0.67
H -1.21999 -3.50646 2.70069 0.30
H -0.99392 -2.13171 2.10834 0.40
O -1.35100 -1.22205 0.53837 -0.18
H -2.08920 -0.61492 0.59027 0.28
H -0.67349 -0.73643 0.06785 0.20
O -3.47993 0.48114 0.26472 -0.51
H -3.74403 1.37087 0.03049 0.26
H -4.30201 -0.00573 0.32298 0.18
C 1.75098 -0.28500 2.74880 -1.32
C 3.31003 -0.25105 2.71561 0.81
C 3.91293 1.14813 2.74115 0.28
O 4.83728 1.13867 3.81348 -0.36
C 4.74305 -0.04574 4.42531 0.46
O 5.45872 -0.37732 5.37165 -0.58
O 3.72822 -0.78568 3.89638 -0.41
H 1.31612 -0.08522 1.76947 0.19
H 1.33902 0.53206 3.34109 0.35
H 1.35013 -1.28419 2.91923 0.44
H 3.71777 -0.84569 1.89813 0.13
H 3.14159 1.90773 2.86818 0.16
H 4.34697 1.32911 1.75781 -0.10
C -1.40432 -2.07726 -3.04795 -1.20
C -2.88379 -2.14802 -3.44815 0.61
C -3.65564 -0.97665 -2.87218 0.40
O -4.12319 -0.31820 -4.04231 -0.38
C -3.91002 -1.02568 -5.13073 0.60
O -4.41114 -0.75636 -6.22870 -0.60
O -3.04700 -2.01438 -4.90160 -0.40
H -1.32557 -2.39299 -2.00765 0.14
H -1.05256 -1.04563 -3.05799 0.27
H -0.70336 -2.70317 -3.60020 0.45
H -3.39167 -3.06689 -3.15515 0.31
H -3.05044 -0.38603 -2.18443 -0.28
H -4.48280 -1.37069 -2.28174 0.11
C -1.29614 2.80907 -2.24189 -1.35
C -0.72449 3.44620 -0.86006 0.30
C -0.79151 2.54748 0.32772 0.42
O 0.53133 2.38851 0.66780 -0.11
C 1.35315 3.21158 -0.08433 0.58
O 2.53262 3.56610 0.18312 -0.62
O 0.58009 3.80319 -0.98216 -0.36
H -1.20897 3.53410 -3.05111 0.42
H -2.31656 2.43080 -2.18072 0.36
H -0.78636 1.89599 -2.54935 0.23
H -1.33540 4.33898 -0.72656 0.26
H -1.25442 1.59622 0.06521 -0.66
H -1.32076 3.02339 1.15324 0.40
C 5.48000 -0.12092 -0.82432 -1.32
C 4.29142 0.89979 -1.03867 0.37
C 3.74368 1.13850 -2.46396 -0.50
O 2.40127 0.63141 -2.41994 -0.34
C 2.10321 0.20170 -1.28790 0.21
O 0.99240 -0.26468 -1.01274 -0.71
O 3.15997 0.32581 -0.43552 0.17
H 5.32441 -0.95377 -1.51006 0.39
H 5.51273 -0.51580 0.19112 0.23
H 6.49712 0.23569 -0.98675 0.39
H 4.59145 1.87443 -0.65376 0.25
H 4.30530 0.59671 -3.22498 0.29
H 3.65904 2.18238 -2.76601 0.31
C -3.77267 -3.69878 0.59327 -0.59
O -2.63175 -3.58898 -0.14632 -0.48
H -3.49052 -3.61870 1.64307 0.23
H -4.47199 -2.90885 0.31928 0.17
H -4.15462 -4.70577 0.42532 0.28
H -2.25121 -2.71741 -0.01537 0.39
C -2.11980 0.89271 3.61792 -0.18
O -1.58317 -0.05632 4.45053 -0.53
H -2.69536 1.67402 4.11430 0.39
H -1.31486 1.44070 3.12814 -0.01
H -2.63395 0.47934 2.75023 0.04
H -1.47643 -0.87311 3.95751 0.34
```

***

# 3
# C7H18ClI2LaO4P2

C7H18ClI2LaO4P2 as an isolated structure (ωB97M-V with the def2-TZVPD basis set, the Open Molecules 2025 dataset).

Charge   +2
ΔE to the lowest compared entry with this formula, charge and spin   0.304 eV
HOMO-LUMO gap (alpha / beta)   5.4 / 5.9 eV

XYZ file:
```
35
Properties=species:S:1:pos:R:3:nbo_charge:R:1
I 0.87324 2.12354 1.14319 0.18
I 1.64727 -0.53634 -2.16835 -0.06
La -0.89146 -0.16650 -0.27489 1.72
P 0.03814 2.25992 -2.23976 0.96
C 1.73705 2.94105 -2.23366 -0.96
C -0.24609 2.13770 -4.05055 -0.94
H -1.93513 3.58209 -1.81312 0.26
H -0.71876 4.51001 -2.76980 0.28
H -0.49695 4.25773 -0.98729 0.24
C -0.87109 3.82508 -1.92258 -0.93
H -1.23256 1.68231 -4.20535 0.27
H -0.22378 3.14182 -4.49573 0.26
H 1.82425 3.78306 -2.92480 0.27
H 2.43728 2.14984 -2.51354 0.25
H 0.52295 1.49584 -4.49520 0.26
H 1.97416 3.25472 -1.21274 0.24
C 2.87989 -0.00395 0.65827 0.49
O 4.00154 -0.08105 0.76125 -0.41
Cl -3.02647 0.31646 -1.60069 -0.57
C -1.99324 -0.95762 3.10884 -0.25
O -2.01068 -1.35754 1.68162 -0.94
P -1.68917 -2.97828 1.10575 1.76
O -1.32703 -3.72977 2.46148 -0.83
C -0.35039 -3.63174 3.54586 -0.26
O -0.14847 -2.42171 0.42343 -0.95
C 1.17089 -2.93921 0.76474 -0.24
H -2.67147 -0.10269 3.16044 0.23
H -0.97380 -0.66889 3.37362 0.19
H -2.35678 -1.78804 3.72398 0.23
H 0.13875 -2.64820 3.63339 0.18
H -0.90662 -3.85311 4.46385 0.24
H 0.38916 -4.42489 3.38879 0.22
H 1.79339 -2.83644 -0.13081 0.22
H 1.05396 -3.98915 1.04796 0.22
H 1.58802 -2.34605 1.59244 0.19
```

***

# 4
# C20H26ClCrN5O6S

C20H26ClCrN5O6S as an isolated structure (ωB97M-V with the def2-TZVPD basis set, the Open Molecules 2025 dataset).

Charge   +1
ΔE to the lowest compared entry with this formula, charge and spin   0.130 eV
Multiplicity   4
HOMO-LUMO gap (alpha / beta)   7.7 / 7.7 eV

XYZ file:
```
60
Properties=species:S:1:pos:R:3:nbo_charge:R:1
Cr -0.37606 0.96093 -1.13964 1.19
O -0.27466 2.47503 -2.38754 -0.55
N -0.71226 3.64593 -1.99404 0.03
C -0.19086 4.75453 -2.54434 0.04
C -0.62706 5.99973 -2.17424 -0.25
C -1.68376 6.10793 -1.26914 -0.14
C -2.21136 4.96243 -0.71564 -0.23
C -1.68296 3.71173 -1.04424 0.05
S -2.18746 2.24913 -0.30054 -0.12
H 0.59274 4.58963 -3.26704 0.24
H -0.15256 6.87433 -2.58684 0.24
H -2.07646 7.07803 -1.01004 0.24
H -3.01596 4.99923 0.00036 0.25
N -1.62816 -0.36277 -2.26804 -0.78
C -1.96116 -1.54537 -1.45484 -0.17
C -2.49956 -2.67607 -2.35174 -0.41
C -2.56576 -4.10927 -1.80664 -0.41
C -3.30946 -4.30187 -0.48114 -0.23
N -2.38316 -4.03717 0.60266 -0.59
C -2.62736 -3.47557 1.76946 0.68
N -1.60686 -2.93187 2.42976 -0.77
N -3.85676 -3.45587 2.30036 -0.78
C -0.70586 -1.74097 -0.54274 0.81
O -0.24386 -2.85017 -0.27684 -0.70
O -0.31216 -0.65567 -0.04874 -0.68
H -2.46276 -0.00497 -2.73034 0.41
H -0.97856 -0.64817 -3.00574 0.40
H -2.74586 -1.24107 -0.74694 0.22
H -1.87776 -2.71967 -3.24844 0.22
H -3.50476 -2.37527 -2.66714 0.21
H -1.55226 -4.49627 -1.69894 0.23
H -3.05696 -4.71087 -2.57224 0.23
H -3.66236 -5.33667 -0.41904 0.22
H -4.17276 -3.63197 -0.42214 0.20
H -1.41396 -3.91207 0.26706 0.46
H -0.71966 -2.81177 1.96086 0.45
H -1.72706 -2.51877 3.33726 0.42
H -4.57566 -4.04247 1.91316 0.42
H -3.99876 -3.11017 3.23456 0.42
C 4.83054 2.55023 2.66916 -0.63
C 4.23164 1.19043 2.51756 -0.05
C 4.09604 0.33243 3.59386 -0.22
C 3.50314 -0.91177 3.43896 -0.04
Cl 3.33014 -1.95367 4.80776 0.00
C 3.05104 -1.32277 2.19996 -0.23
C 3.19574 -0.48107 1.10836 -0.30
C 3.78014 0.76983 1.25436 0.36
O 3.97034 1.66733 0.23936 -0.49
C 3.49674 1.33553 -1.03404 -0.17
C 1.98844 1.13543 -1.05064 0.77
O 1.25934 1.79353 -0.27444 -0.62
O 1.46394 0.34363 -1.86574 -0.66
H 5.08524 2.74743 3.70606 0.22
H 4.12564 3.30283 2.32066 0.23
H 5.72244 2.63533 2.05216 0.23
H 4.46804 0.62613 4.56176 0.23
H 2.59964 -2.29347 2.07376 0.22
H 2.82614 -0.82567 0.15486 0.22
H 4.00074 0.45213 -1.44624 0.21
H 3.72264 2.20023 -1.66804 0.23
```